The following is a quantum chemistry calculation of one molecule with the formula OS, from the OMol25 dataset.

Results
total charge	0
energy above the lowest of the compared OMol25 structures with the same formula, charge and spin	0.2	kJ/mol
2S+1	1
SMILES	O=S
E_tot	-12880.0437	eV
M	48.07	g/mol
HOMO	-8.687	eV
HOMO-LUMO gap	6.41	eV
E_LUMO	-2.27	eV

CARTESIAN COORDINATES (ANGSTROEM)
O 0.00 0.00 -0.98
S 0.00 0.00 0.49

Okay, here come the natural (NBO) numbers, in e, for every atom: -0.6748, 0.6748